1.
Entry from the Open Molecules 2025 dataset: a molecular structure, C27H35CrN5O2P2 in a non-equilibrium geometry (wB97M-V/def2-TZVPD).

Output
Frontier orbital gap (spin up / spin down)   7.9 / 7.4 eV

Structure (ORCA input):
```
! RIJCOSX wB97M-V def2-TZVPD def2/J DEFGRID3
* xyz 0 5
Cr -0.85 4.05 -4.36
P -2.11 3.16 -5.99
P 1.06 4.23 -5.46
O 0.63 5.52 -2.23
O -0.36 3.77 -1.39
N -0.06 4.47 -2.39
N -2.66 1.57 -6.74
N 2.08 3.22 -6.50
N -3.54 4.06 -6.62
N 2.22 5.55 -5.36
C 1.33 -2.64 -3.32
C 2.89 2.38 -8.43
C 0.51 0.40 -3.80
C -0.12 4.84 -6.80
C 1.61 -2.59 -1.81
C 3.51 7.18 -6.27
C -2.68 1.28 -8.11
C 1.97 -1.26 -1.22
C -3.88 4.33 -7.95
C -3.34 0.55 -6.09
C 3.27 5.81 -6.25
C -4.41 4.77 -5.79
C 3.22 1.48 -7.37
C 1.96 0.24 -3.31
C -3.32 0.07 -8.32
C -0.94 3.65 -7.33
C 1.83 6.76 -4.78
C -4.91 5.26 -7.96
C 2.09 -0.08 -1.84
C -0.04 -2.10 -3.69
C -2.18 3.11 -3.00
C -3.74 -0.40 -7.03
C 2.71 2.01 -6.19
C 2.60 7.78 -5.33
C -5.26 5.53 -6.60
C -0.28 -0.85 -4.09
C 2.20 3.43 -7.88
H -0.75 5.61 -6.29
H -0.04 1.03 -3.08
H -2.53 3.85 -2.27
H -6.03 6.20 -6.27
H -3.46 -0.39 -9.29
H 2.13 -2.13 -3.87
H 4.24 7.66 -6.89
H 2.76 1.64 -5.18
H -3.05 2.71 -3.53
H -0.32 2.75 -7.57
H 1.73 4.27 -8.35
H 3.76 0.55 -7.47
H 0.56 0.99 -4.73
H -0.88 -2.81 -3.60
H -4.28 -1.31 -6.85
H 2.39 0.80 -1.24
H 1.36 -3.71 -3.63
H -1.22 -0.62 -4.63
H -3.47 0.55 -5.02
H -2.20 1.96 -8.80
H 0.44 5.35 -7.58
H 3.76 5.00 -6.79
H 2.40 -3.33 -1.58
H 2.52 8.82 -5.10
H -1.60 2.28 -2.59
H 2.16 -1.30 -0.14
H 0.71 -2.94 -1.30
H -4.37 4.66 -4.72
H -3.36 3.83 -8.76
H -5.34 5.67 -8.86
H 3.11 2.30 -9.48
H 1.08 6.76 -4.00
H 2.52 -0.45 -3.97
H 2.44 1.23 -3.41
H -1.49 3.94 -8.23
*
```



2.
Entry from the Open Molecules 2025 dataset: a molecular structure, C27H35FN4P2Tc in a non-equilibrium geometry (wB97M-V/def2-TZVPD).

Output
Frontier orbital gap (spin up / spin down)   6.2 / 4.1 eV

Structure (ORCA input):
```
! RIJCOSX wB97M-V def2-TZVPD def2/J DEFGRID3
* xyz 2 4
Tc -0.16 2.06 -1.62
P 1.77 -1.06 1.76
P -1.90 -0.54 1.61
F -0.47 3.40 -0.33
N -3.04 -1.64 2.30
N -3.20 0.20 0.47
N 2.98 -2.05 2.33
N 2.71 0.14 0.88
C 2.68 1.54 0.97
C 3.96 -3.96 3.04
C -4.93 0.82 -0.89
C -1.53 2.30 -3.01
C 0.67 3.60 -3.68
C -1.28 0.87 -2.80
C 1.05 0.62 -3.86
C -4.12 -0.26 -0.47
C 1.37 2.84 -2.58
C -0.41 0.11 -3.78
C -4.48 1.97 -0.19
C 4.59 0.91 -0.11
C -4.49 -3.29 2.88
C -3.80 -2.86 4.06
C 2.97 -3.46 2.22
C 4.07 -1.68 3.17
C 0.70 -1.54 0.36
C -0.85 -1.61 0.50
C 1.45 1.39 -2.62
C -0.78 3.12 -4.04
C 3.81 -0.23 0.09
C 0.92 0.09 2.82
C 3.86 2.03 0.46
C 4.65 -2.85 3.64
C -4.02 -2.52 1.82
C -3.39 1.58 0.58
C -2.93 -1.85 3.69
H 3.90 -1.24 -0.28
H 0.16 -0.35 3.48
H -4.29 -2.54 0.77
H 5.45 -2.90 4.37
H 1.81 2.06 1.37
H 1.27 3.55 -4.60
H 0.62 4.66 -3.39
H 1.73 -0.24 -3.94
H -1.38 4.03 -4.19
H 4.18 -5.01 3.22
H -0.78 2.62 -5.02
H -0.37 -0.94 -3.47
H 0.96 -0.76 -0.38
H 5.56 0.93 -0.58
H -4.89 2.98 -0.21
H -2.71 2.13 1.23
H 1.22 1.20 -4.78
H 0.42 0.77 2.11
H -2.55 2.62 -2.78
H 4.18 3.07 0.50
H -3.93 -3.22 5.07
H 2.29 -3.93 1.53
H 1.04 -2.51 -0.06
H -4.17 -1.29 -0.77
H 1.65 0.66 3.41
H -1.24 -1.41 -0.51
H 4.31 -0.64 3.29
H 2.26 0.91 -2.04
H -2.14 0.29 -2.43
H 2.14 3.41 -2.04
H -0.85 0.11 -4.78
H -5.72 0.78 -1.63
H -1.12 -2.64 0.80
H -5.24 -4.07 2.83
H -2.23 -1.23 4.24
*
```



3.
Entry from the Open Molecules 2025 dataset: a molecular structure, C27H35GeIrN4O2S2Se (wB97M-V/def2-TZVPD).

Output
Frontier orbital gap (spin up / spin down)   6.4 / 6.0 eV

Structure (ORCA input):
```
! RIJCOSX wB97M-V def2-TZVPD def2/J DEFGRID3
* xyz 2 5
Ir -0.04 1.06 -0.92
Se 0.58 -1.49 -1.30
Ge -0.17 -4.44 -2.44
S 2.32 1.58 -0.86
S 3.59 4.11 -1.99
O 2.01 -1.22 3.71
O -0.43 1.45 1.01
N 0.19 2.52 -2.56
N 1.48 1.26 3.36
N 1.29 3.30 -2.70
N -1.89 0.91 -2.19
C -4.19 0.40 -2.51
C -4.26 1.30 -3.55
C 0.36 0.40 3.62
C 2.58 -2.44 4.23
C -1.13 3.69 0.59
C 1.59 2.45 2.86
C 0.69 -0.93 3.86
C -1.72 -5.58 -2.59
C -0.32 2.77 1.25
C 0.08 5.55 1.54
C 4.86 3.38 -0.95
C -1.62 -1.37 4.34
C -1.95 1.80 -3.19
C -0.95 5.05 0.73
C -2.98 0.22 -1.86
C -1.93 -0.03 4.14
C -0.31 -1.83 4.20
C 0.81 -4.29 -4.11
C -0.82 -2.59 -2.05
C 0.88 4.65 2.22
C 0.67 3.26 2.13
C -0.94 0.86 3.78
C 0.29 -1.89 0.58
C 0.98 -5.04 -0.99
C -3.12 2.01 -3.91
C -0.73 2.58 -3.44
C 2.26 3.00 -1.89
H -3.13 2.73 -4.72
H 5.77 3.94 -1.19
H 1.77 -4.32 -0.76
H 0.32 -2.97 0.70
H -0.62 3.21 -4.31
H -2.94 0.33 4.29
H -5.06 -0.17 -2.20
H 3.06 -2.96 3.41
H 0.24 6.61 1.64
H -1.92 3.30 -0.04
H 2.34 0.85 3.72
H -1.60 5.74 0.21
H 1.31 -5.24 -4.33
H -0.66 -1.49 0.92
H -1.38 -6.59 -2.85
H -1.17 1.91 3.66
H -2.39 -2.07 4.61
H 1.46 -5.97 -1.29
H -0.10 -2.87 4.37
H 1.67 5.02 2.86
H -5.19 1.47 -4.08
H 3.32 -2.17 4.98
H 1.58 -3.51 -4.06
H -1.11 -2.13 -3.00
H 0.13 -4.07 -4.93
H 2.57 2.89 3.05
H -2.88 -0.50 -1.05
H 4.62 3.51 0.10
H -2.27 -5.64 -1.65
H -1.68 -2.59 -1.38
H 0.40 -5.25 -0.09
H 1.11 -1.43 1.14
H -2.40 -5.24 -3.38
H 1.83 -3.08 4.68
H 5.02 2.33 -1.19
*
```



Question: Number 1 is which compound?
Answer: C27H35CrN5O2P2



Question: Which formula does entry 1 have?
Answer: C27H35CrN5O2P2



What did the third record say?
Entry from the Open Molecules 2025 dataset: a molecular structure, C27H35GeIrN4O2S2Se (wB97M-V/def2-TZVPD).

Output
Frontier orbital gap (spin up / spin down)   6.4 / 6.0 eV

Structure (ORCA input):
```
! RIJCOSX wB97M-V def2-TZVPD def2/J DEFGRID3
* xyz 2 5
Ir -0.04 1.06 -0.92
Se 0.58 -1.49 -1.30
Ge -0.17 -4.44 -2.44
S 2.32 1.58 -0.86
S 3.59 4.11 -1.99
O 2.01 -1.22 3.71
O -0.43 1.45 1.01
N 0.19 2.52 -2.56
N 1.48 1.26 3.36
N 1.29 3.30 -2.70
N -1.89 0.91 -2.19
C -4.19 0.40 -2.51
C -4.26 1.30 -3.55
C 0.36 0.40 3.62
C 2.58 -2.44 4.23
C -1.13 3.69 0.59
C 1.59 2.45 2.86
C 0.69 -0.93 3.86
C -1.72 -5.58 -2.59
C -0.32 2.77 1.25
C 0.08 5.55 1.54
C 4.86 3.38 -0.95
C -1.62 -1.37 4.34
C -1.95 1.80 -3.19
C -0.95 5.05 0.73
C -2.98 0.22 -1.86
C -1.93 -0.03 4.14
C -0.31 -1.83 4.20
C 0.81 -4.29 -4.11
C -0.82 -2.59 -2.05
C 0.88 4.65 2.22
C 0.67 3.26 2.13
C -0.94 0.86 3.78
C 0.29 -1.89 0.58
C 0.98 -5.04 -0.99
C -3.12 2.01 -3.91
C -0.73 2.58 -3.44
C 2.26 3.00 -1.89
H -3.13 2.73 -4.72
H 5.77 3.94 -1.19
H 1.77 -4.32 -0.76
H 0.32 -2.97 0.70
H -0.62 3.21 -4.31
H -2.94 0.33 4.29
H -5.06 -0.17 -2.20
H 3.06 -2.96 3.41
H 0.24 6.61 1.64
H -1.92 3.30 -0.04
H 2.34 0.85 3.72
H -1.60 5.74 0.21
H 1.31 -5.24 -4.33
H -0.66 -1.49 0.92
H -1.38 -6.59 -2.85
H -1.17 1.91 3.66
H -2.39 -2.07 4.61
H 1.46 -5.97 -1.29
H -0.10 -2.87 4.37
H 1.67 5.02 2.86
H -5.19 1.47 -4.08
H 3.32 -2.17 4.98
H 1.58 -3.51 -4.06
H -1.11 -2.13 -3.00
H 0.13 -4.07 -4.93
H 2.57 2.89 3.05
H -2.88 -0.50 -1.05
H 4.62 3.51 0.10
H -2.27 -5.64 -1.65
H -1.68 -2.59 -1.38
H 0.40 -5.25 -0.09
H 1.11 -1.43 1.14
H -2.40 -5.24 -3.38
H 1.83 -3.08 4.68
H 5.02 2.33 -1.19
*
```